No. 1
Molecular formula: C37H87N5O7
Method: DFT, wB97M-V/def2-TZVPD

Its spin multiplicity is 1. The energy is -61555.8959 eV. Its SMILES is CC1(C)CCCC(C)(C)N1O.CC1(C)CCCC(C)(C)N1O.CC1(C)CCCC(C)(C)N1O.COC[C@H](C)N.COC[C@H](C)N.CO.CO. Its relative energy (zero: lowest compared OMol25 entry of this formula, charge and spin) is 43.3 kcal/mol.

Element x y z (Å)
C1 -6.18 5.48 -1.40
C2 -5.17 5.69 -2.52
C3 -5.35 4.67 -3.65
C4 -5.44 7.06 -3.22
C5 -4.85 8.21 -2.46
C6 -3.35 8.06 -2.25
C7 -3.05 6.75 -1.48
C8 -1.55 6.50 -1.61
C9 -3.49 6.93 -0.01
N1 -3.75 5.64 -2.11
O1 -3.43 4.42 -1.49
H1 -6.37 6.39 -0.85
H2 -7.01 4.85 -1.72
H3 -5.67 4.84 -0.67
H4 -5.49 3.67 -3.20
H5 -6.30 4.86 -4.15
H6 -4.52 4.46 -4.33
H7 -5.11 7.05 -4.26
H8 -6.51 7.32 -3.26
H9 -5.03 9.21 -2.89
H10 -5.33 8.35 -1.48
H11 -3.07 8.92 -1.63
H12 -2.84 8.17 -3.21
H13 -1.30 6.12 -2.61
H14 -1.11 5.76 -0.95
H15 -1.03 7.46 -1.52
H16 -3.02 7.80 0.45
H17 -3.14 6.04 0.53
H18 -4.54 7.00 0.27
H19 -2.84 4.00 -2.13
C10 -0.87 -6.41 -1.42
C11 -1.83 -5.32 -0.90
C12 -2.34 -4.46 -2.09
C13 -2.94 -6.08 -0.15
C14 -3.80 -5.16 0.69
C15 -2.96 -4.41 1.72
C16 -1.75 -3.68 1.10
C17 -2.27 -2.32 0.58
C18 -0.75 -3.34 2.18
N2 -1.13 -4.50 0.08
O2 0.08 -3.95 -0.41
H20 0.11 -5.99 -1.65
H21 -0.75 -7.20 -0.69
H22 -1.24 -6.78 -2.38
H23 -3.13 -5.02 -2.60
H24 -2.89 -3.54 -1.89
H25 -1.53 -4.19 -2.76
H26 -3.57 -6.77 -0.71
H27 -2.40 -6.75 0.53
H28 -4.32 -4.51 -0.02
H29 -4.58 -5.72 1.22
H30 -2.63 -5.16 2.45
H31 -3.67 -3.76 2.23
H32 -1.40 -1.77 0.18
H33 -2.57 -1.61 1.36
H34 -3.07 -2.30 -0.16
H35 -0.48 -4.30 2.64
H36 -1.15 -2.72 2.97
H37 0.20 -2.94 1.81
H38 -0.21 -3.21 -0.98
C19 7.31 -5.31 1.02
C20 7.85 -4.86 -0.35
C21 9.33 -4.65 -0.42
C22 7.41 -5.93 -1.38
C23 5.95 -5.98 -1.86
C24 5.47 -4.57 -2.18
C25 5.82 -3.46 -1.22
C26 5.54 -2.11 -1.88
C27 4.86 -3.61 -0.01
N3 7.22 -3.59 -0.80
O3 7.62 -2.51 0.02
H39 7.06 -4.47 1.68
H40 6.29 -5.68 0.90
H41 7.93 -6.05 1.53
H42 9.79 -5.60 -0.12
H43 9.68 -4.51 -1.44
H44 9.72 -3.92 0.28
H45 8.03 -6.00 -2.28
H46 7.58 -6.96 -1.03
H47 5.82 -6.58 -2.75
H48 5.37 -6.39 -1.02
H49 4.41 -4.57 -2.46
H50 5.92 -4.39 -3.17
H51 4.47 -1.87 -1.96
H52 5.92 -2.03 -2.90
H53 5.99 -1.29 -1.32
H54 5.31 -3.14 0.87
H55 4.54 -4.60 0.31
H56 4.00 -2.97 -0.20
H57 8.07 -1.93 -0.60
C28 -2.85 1.84 2.57
O4 -3.38 2.94 3.29
C29 -3.12 4.19 2.71
C30 -3.97 5.20 3.50
C31 -5.42 5.25 3.01
N4 -3.35 6.56 3.56
H58 -3.49 1.62 1.70
H59 -2.88 0.99 3.23
H60 -1.86 2.07 2.17
H61 -2.06 4.43 2.72
H62 -3.50 4.19 1.67
H63 -4.03 4.90 4.55
H64 -5.42 5.60 1.97
H65 -5.96 6.01 3.57
H66 -5.89 4.27 3.06
H67 -3.81 6.98 4.36
H68 -2.39 6.40 3.84
C32 0.35 3.76 1.01
O5 0.58 2.45 1.55
C33 1.48 1.68 0.78
C34 1.15 0.23 1.13
C35 1.37 -0.07 2.62
N5 1.89 -0.73 0.31
H69 -0.29 3.59 0.15
H70 1.29 4.26 0.78
H71 -0.25 4.35 1.70
H72 1.20 1.88 -0.26
H73 2.54 1.91 0.94
H74 0.08 0.07 0.98
H75 1.51 0.81 3.26
H76 2.17 -0.74 2.96
H77 0.46 -0.58 2.96
H78 1.58 -1.68 0.47
H79 2.88 -0.75 0.52
C36 3.91 -3.46 4.17
O6 3.40 -4.16 5.29
H80 3.37 -2.52 4.05
H81 4.99 -3.40 4.09
H82 3.66 -4.02 3.26
H83 2.53 -4.50 5.08
C37 1.08 0.17 -3.22
O7 1.40 -0.97 -2.47
H84 1.01 -0.09 -4.28
H85 0.17 0.65 -2.86
H86 1.87 0.93 -3.27
H87 1.40 -0.74 -1.52

=====

No. 2
Molecular formula: CH13O6Pd
Method: DFT, wB97M-V/def2-TZVPD

As for the total charge: +1. Its spin multiplicity is 3. The energy is -17004.0722 eV. As for the expectation value of S²: 2.0089. Its relative energy (zero: lowest compared OMol25 entry of this formula, charge and spin) is 6.5 kcal/mol.

Element x y z (Å)
Pd1 -19.31 -0.33 13.35
C1 -22.51 0.60 13.63
O1 -21.19 0.88 13.23
H1 -22.73 -0.47 13.56
H2 -22.55 0.92 14.67
H3 -23.36 1.02 13.08
O2 -20.29 -2.04 12.15
H4 -20.65 -2.80 12.60
H5 -20.81 -1.97 11.35
O3 -18.56 0.97 11.79
H6 -18.72 1.91 11.83
H7 -18.38 0.79 10.87
O4 -19.84 -1.72 15.07
H8 -19.64 -2.63 15.29
H9 -20.18 -1.34 15.88
O5 -17.42 -1.53 13.29
H10 -16.73 -1.74 13.93
H11 -17.15 -2.00 12.50
O6 -18.29 0.84 14.96
H12 -18.29 0.59 15.88
H13 -17.59 1.48 14.88

=====

No. 3
Molecular formula: C22H68N16O10
Method: DFT, wB97M-V/def2-TZVPD

Its spin multiplicity is 1. The energy is -68236.9898 eV. Its SMILES is COC[C@H](C)N.COC[C@H](C)N.COC[C@H](C)N.COC[C@H](C)N.NC(N)=O.NC(N)=O.NC(N)=O.NC(N)=O.NC(N)=O.NC(N)=O. Its relative energy (zero: lowest compared OMol25 entry of this formula, charge and spin) is 31.9 kcal/mol.

Element x y z (Å)
C1 -1.34 1.57 1.47
O1 -0.84 1.01 0.28
C2 0.58 1.31 0.19
C3 1.12 0.82 -1.15
C4 1.51 -0.66 -1.17
N1 2.33 1.66 -1.46
H1 -2.41 1.39 1.49
H2 -1.14 2.63 1.65
H3 -0.93 1.03 2.34
H4 0.60 2.40 0.22
H5 1.12 0.88 1.04
H6 0.39 1.06 -1.93
H7 0.68 -1.32 -0.95
H8 2.34 -0.85 -0.49
H9 1.83 -0.91 -2.18
H10 3.03 1.56 -0.70
H11 2.72 1.03 -2.17
C5 -0.05 -4.58 3.97
O2 -0.78 -4.32 2.78
C6 -1.28 -5.47 2.12
C7 -0.19 -6.14 1.31
C8 0.73 -5.19 0.52
N2 -0.74 -7.14 0.39
H12 0.19 -3.64 4.46
H13 0.91 -5.08 3.80
H14 -0.64 -5.30 4.54
H15 -1.85 -6.17 2.75
H16 -1.99 -5.02 1.42
H17 0.45 -6.63 2.07
H18 1.36 -4.62 1.19
H19 0.11 -4.50 -0.04
H20 1.32 -5.80 -0.16
H21 -0.17 -7.50 -0.36
H22 -0.93 -7.94 0.99
C9 0.16 -1.03 7.27
O3 -1.24 -0.87 7.16
C10 -1.79 -0.92 5.88
C11 -3.18 -0.32 5.81
C12 -3.61 -0.10 4.34
N3 -3.22 0.98 6.47
H23 0.27 -1.71 8.12
H24 0.53 -0.07 7.65
H25 0.83 -1.28 6.45
H26 -1.21 -0.29 5.18
H27 -1.76 -1.91 5.41
H28 -3.95 -1.02 6.17
H29 -2.73 0.26 3.79
H30 -4.39 0.65 4.28
H31 -3.90 -1.00 3.79
H32 -3.08 0.82 7.47
H33 -4.17 1.34 6.48
C13 -2.05 5.93 -2.83
O4 -0.83 6.41 -3.36
C14 -0.04 5.40 -3.91
C15 0.64 4.44 -2.96
C16 1.67 5.22 -2.08
N4 1.41 3.36 -3.67
H34 -1.91 5.27 -1.98
H35 -2.68 5.40 -3.55
H36 -2.54 6.84 -2.50
H37 -0.67 4.85 -4.62
H38 0.72 5.84 -4.57
H39 -0.01 3.91 -2.25
H40 2.28 4.52 -1.52
H41 1.15 6.02 -1.55
H42 2.34 5.74 -2.78
H43 1.84 2.86 -2.87
H44 2.16 3.87 -4.14
N5 4.14 0.49 2.78
C17 4.63 0.50 1.48
N6 5.32 -0.65 1.15
O5 4.32 1.36 0.67
H45 4.46 -0.10 3.52
H46 3.64 1.33 3.03
H47 5.64 -0.80 0.21
H48 5.64 -1.26 1.88
N7 5.49 -4.22 0.64
C18 4.76 -3.60 -0.35
N8 3.59 -4.22 -0.69
O6 5.23 -2.63 -0.97
H49 6.39 -3.80 0.76
H50 5.25 -5.07 1.11
H51 3.06 -3.90 -1.48
H52 3.31 -4.99 -0.12
N9 -4.79 4.91 1.47
C19 -3.91 4.98 0.42
N10 -2.57 5.08 0.78
O7 -4.27 4.92 -0.76
H53 -4.60 5.21 2.41
H54 -5.75 4.89 1.17
H55 -1.94 5.07 0.00
H56 -2.31 5.20 1.73
N11 -2.18 -1.12 -1.38
C20 -2.81 -0.43 -2.40
N12 -2.97 0.92 -2.15
O8 -3.14 -0.97 -3.46
H57 -1.63 -0.67 -0.67
H58 -2.17 -2.12 -1.50
H59 -2.68 1.36 -1.30
H60 -3.19 1.49 -2.95
N13 0.29 -1.80 -3.96
C21 1.12 -2.73 -4.57
N14 1.91 -2.19 -5.58
O9 1.12 -3.94 -4.30
H61 0.24 -0.91 -4.43
H62 -0.42 -2.10 -3.32
H63 1.67 -1.28 -5.95
H64 2.49 -2.87 -6.05
N15 -0.93 2.09 -4.70
C22 -0.52 1.20 -5.67
N16 -1.41 0.96 -6.68
O10 0.65 0.77 -5.67
H65 -0.10 2.37 -4.14
H66 -1.65 2.76 -4.89
H67 -1.20 0.25 -7.37
H68 -2.35 1.27 -6.56

=====

No. 4
Molecular formula: C4H10N2O3
Method: DFT, wB97M-V/def2-TZVPD

Its spin multiplicity is 1. The energy is -13433.3317 eV. Its SMILES is CNCC(=O)NC=O.O. Its relative energy (zero: lowest compared OMol25 entry of this formula, charge and spin) is 12.1 kcal/mol.

Element x y z (Å)
C1 1.91 0.78 0.70
N1 0.82 1.65 0.29
C2 0.32 1.40 -1.07
C3 -1.06 0.78 -1.02
O1 -2.03 1.30 -1.51
N2 -1.14 -0.43 -0.35
C4 -2.31 -1.12 -0.15
O2 -2.34 -2.14 0.50
H1 2.31 1.13 1.66
H2 2.73 0.75 -0.02
H3 1.55 -0.24 0.87
H4 1.09 2.62 0.37
H5 1.01 0.75 -1.63
H6 0.20 2.33 -1.61
H7 -0.32 -0.83 0.10
H8 -3.19 -0.67 -0.61
O3 0.31 -2.37 1.30
H9 0.79 -3.14 0.99
H10 -0.64 -2.57 1.18

=====

No. 5
Molecular formula: C5H8N4
Method: DFT, wB97M-V/def2-TZVPD

Its spin multiplicity is 1. The energy is -11269.3306 eV. Its SMILES is [H]/N=C\N1C=CCNN=C1. Its relative energy (zero: lowest compared OMol25 entry of this formula, charge and spin) is 120.4 kcal/mol.

Element x y z (Å)
H1 -0.66 -1.67 2.97
N1 -0.82 -2.38 2.30
C1 -0.40 -2.06 1.12
N2 -0.23 -0.72 0.51
C2 -0.13 -0.83 -0.78
C3 -0.06 0.03 -1.83
C4 0.44 1.45 -1.54
N3 0.10 2.09 -0.13
N4 0.19 1.71 1.12
C5 0.25 0.44 1.25
H2 -0.55 -2.92 0.48
H3 -0.26 -2.03 -1.01
H4 -0.39 -0.12 -2.99
H5 1.48 1.53 -1.44
H6 -0.13 2.15 -2.27
H7 0.60 3.13 -0.09
H8 0.56 0.21 2.32

=====

No. 6
Molecular formula: C29H39BO2S
Method: DFT, wB97M-V/def2-TZVPD

Its spin multiplicity is 1. The energy is -46313.9707 eV. Its relative energy (zero: lowest compared OMol25 entry of this formula, charge and spin) is 11.8 kcal/mol.

Element x y z (Å)
C1 0.33 1.79 -1.11
C2 0.13 0.73 -0.09
C3 -0.44 -0.58 -0.39
C4 -0.20 -1.66 0.51
C5 0.42 -1.43 1.85
C6 -0.53 -2.96 0.13
C7 -1.19 -3.23 -1.06
C8 -1.53 -4.63 -1.45
C9 -1.57 -2.14 -1.86
C10 -1.27 -0.83 -1.52
C11 -1.89 0.25 -2.35
H1 0.74 1.37 -2.03
H2 -0.60 2.33 -1.35
H3 1.04 2.54 -0.74
H4 0.82 0.77 0.76
H5 0.38 -2.36 2.43
H6 1.49 -1.16 1.75
H7 -0.09 -0.65 2.41
H8 -0.25 -3.79 0.80
H9 -2.48 -4.96 -1.00
H10 -1.63 -4.72 -2.54
H11 -0.75 -5.33 -1.12
H12 -2.12 -2.33 -2.78
H13 -2.71 -0.18 -2.95
H14 -2.32 1.06 -1.76
H15 -1.17 0.67 -3.08
C12 2.10 -5.31 -3.16
C13 2.19 -3.95 -2.54
C14 1.85 -2.81 -3.27
C15 2.03 -1.54 -2.73
C16 2.55 -1.38 -1.43
B1 -1.62 1.37 0.84
C17 2.83 -0.05 -0.92
C18 3.22 1.03 -1.72
C19 3.71 2.13 -0.96
C20 3.76 1.88 0.40
C21 4.21 2.80 1.47
S1 3.34 0.24 0.73
O1 -2.14 2.57 0.47
C22 -2.84 3.06 1.66
C23 -2.64 4.55 1.71
C24 -4.32 2.76 1.44
C25 -2.20 2.22 2.84
C26 -1.00 2.89 3.49
C27 -3.14 1.74 3.92
O2 -1.72 1.02 2.15
C28 2.87 -2.53 -0.69
C29 2.67 -3.80 -1.23
H16 1.89 -6.07 -2.40
H17 1.31 -5.35 -3.91
H18 3.04 -5.59 -3.65
H19 1.44 -2.91 -4.28
H20 1.78 -0.65 -3.32
H21 3.13 1.03 -2.80
H22 4.01 3.09 -1.39
H23 4.40 3.79 1.04
H24 3.44 2.89 2.25
H25 5.13 2.43 1.93
H26 -3.21 4.97 2.55
H27 -1.59 4.83 1.83
H28 -3.02 5.00 0.79
H29 -4.93 3.23 2.22
H30 -4.63 3.20 0.48
H31 -4.53 1.69 1.41
H32 -1.34 3.73 4.12
H33 -0.49 2.18 4.15
H34 -0.27 3.27 2.77
H35 -3.52 2.60 4.48
H36 -3.98 1.18 3.51
H37 -2.59 1.10 4.62
H38 3.29 -2.43 0.32
H39 2.90 -4.69 -0.64

=====

No. 7
Molecular formula: H4O2
Method: DFT, wB97M-V/def2-TZVPD

Its spin multiplicity is 1. The energy is -4159.7863 eV. Its SMILES is O.O. Its relative energy (zero: lowest compared OMol25 entry of this formula, charge and spin) is 3.5 kcal/mol.

Element x y z (Å)
O1 -0.17 1.51 0.52
H1 -0.88 1.99 0.00
H2 -0.08 0.65 0.00
O2 0.56 -1.07 -0.27
H3 0.27 -1.74 -0.88
H4 0.30 -1.34 0.64

=====

No. 8
Molecular formula: C4H12
Method: DFT, wB97M-V/def2-TZVPD

Its spin multiplicity is 1. The energy is -4341.8681 eV. Its SMILES is CC.CC. Its relative energy (zero: lowest compared OMol25 entry of this formula, charge and spin) is 15.2 kcal/mol.

Element x y z (Å)
C1 -0.43 1.26 1.79
C2 0.70 2.22 1.72
H1 -0.67 1.12 0.74
H2 -0.25 0.19 2.11
H3 -1.33 1.59 2.30
H4 1.38 2.04 0.87
H5 1.27 2.28 2.58
H6 0.23 3.18 1.37
C3 -0.79 -1.51 -1.86
C4 0.59 -2.01 -1.46
H7 -1.54 -2.31 -1.75
H8 -1.16 -0.70 -1.37
H9 -0.81 -1.16 -2.92
H10 0.59 -2.45 -0.44
H11 1.24 -1.12 -1.38
H12 0.98 -2.60 -2.28